1.
This record from OMol25 describes the molecule C24H28N4O8S. The level of theory is ωB97M-V/def2-TZVPD.

Results
Structure (SMILES) = Cc1ccc(NC(=O)COC(=O)CNC(=O)c2cccc([N+](=O)[O-])c2)cc1S(=O)(=O)N1CCCCCC1
Gap between HOMO and LUMO = 8.31 eV
Spin multiplicity = 1
HOMO energy = -8.87 eV

Each line ends with the natural charge from an NBO analysis.
Cartesian coordinates (Å):
C: -4.33835 -0.57884 -1.19878  -0.649
C: -2.94047 -0.70287 -1.70318  0.010
C: -1.87632 -0.14819 -1.00279  -0.342
C: -0.57912 -0.22662 -1.46400  -0.162
C: -0.29603 -0.89993 -2.64901  0.104
C: -1.34455 -1.47845 -3.35876  -0.163
C: -2.64040 -1.36867 -2.88813  -0.201
H: -3.44203 -1.81384 -3.45843  0.217
H: -1.13852 -2.01189 -4.27164  0.250
N: 1.04060 -0.97077 -3.05990  -0.589
C: 1.58093 -1.79185 -3.99030  0.663
O: 0.96909 -2.54255 -4.71270  -0.598
C: 3.11473 -1.74999 -4.07267  -0.178
H: 3.47543 -2.70860 -3.67935  0.231
H: 3.40009 -1.66071 -5.12253  0.228
O: 3.75048 -0.67913 -3.38845  -0.496
C: 4.05207 -0.85154 -2.09937  0.779
O: 3.75958 -1.82342 -1.45568  -0.588
C: 4.78001 0.36498 -1.53771  -0.332
N: 4.07618 0.86857 -0.38310  -0.607
C: 3.41424 2.05407 -0.42865  0.665
O: 3.48513 2.79810 -1.38566  -0.610
C: 2.59999 2.38565 0.77763  -0.153
C: 1.97056 1.41532 1.54236  -0.187
C: 1.12158 1.80935 2.56663  0.124
C: 0.91502 3.14738 2.86787  -0.170
C: 1.56564 4.11031 2.11701  -0.214
C: 2.38474 3.73318 1.06815  -0.127
H: 2.86209 4.47228 0.44255  0.238
H: 1.41241 5.15614 2.33314  0.226
H: 0.23734 3.41075 3.66505  0.247
N: 0.39538 0.79697 3.28038  0.526
O: 0.73002 -0.35899 3.12174  -0.390
O: -0.50347 1.14565 4.01445  -0.384
H: 2.05907 0.35884 1.33618  0.242
H: 3.97900 0.25007 0.40647  0.411
H: 4.80899 1.16199 -2.28431  0.265
H: 5.79720 0.06681 -1.26330  0.227
H: 1.66771 -0.38530 -2.52538  0.405
H: 0.19794 0.24644 -0.88152  0.231
S: -2.13710 0.69362 0.55865  2.346
O: -3.15797 1.69027 0.43020  -0.937
O: -0.84462 1.14614 1.02186  -0.998
N: -2.72018 -0.53258 1.52641  -0.693
C: -1.77456 -1.61354 1.71636  -0.247
H: -0.93876 -1.44268 1.03316  0.219
C: -2.42660 -2.95671 1.39151  -0.391
C: -3.45307 -3.39579 2.43368  -0.394
C: -4.53350 -2.35523 2.73437  -0.404
H: -4.97598 -1.99539 1.80480  0.200
C: -4.01150 -1.17009 3.55007  -0.410
C: -3.41233 -0.04293 2.70621  -0.234
H: -4.19472 0.61757 2.32706  0.222
H: -2.73424 0.55626 3.33104  0.208
H: -4.82651 -0.73681 4.13233  0.221
H: -3.26635 -1.53328 4.25948  0.202
H: -5.32192 -2.84840 3.30794  0.211
H: -3.93226 -4.31073 2.07657  0.209
H: -2.93568 -3.63989 3.36443  0.194
H: -2.90256 -2.87947 0.41200  0.200
H: -1.64446 -3.71522 1.32372  0.211
H: -1.37144 -1.61356 2.73302  0.214
H: -4.56306 0.46617 -0.99592  0.252
H: -4.44371 -1.11304 -0.25629  0.232
H: -5.04832 -0.97563 -1.92000  0.215

2.
This record from OMol25 describes a structure of composition C20H39N4O4Tc. The level of theory is ωB97M-V/def2-TZVPD.

Results
Total charge = +3
Gap between HOMO and LUMO (spin up / spin down) = 7.86 / 7.81 eV
Spin multiplicity = 2
HOMO energy (spin up / spin down) = -19.48 / -19.43 eV

Each line ends with the natural charge from an NBO analysis.
Cartesian coordinates (Å):
Tc: 0.50967 0.13601 -0.27714  1.424
C: 1.82794 -1.68078 2.79751  -0.661
C: 1.08873 -0.34885 2.85784  -0.029
C: -0.38725 -0.45375 3.33210  -0.474
C: -1.44542 -1.47933 2.84486  0.198
C: -1.01148 -2.93031 2.71396  -0.667
C: -2.67025 -1.37956 3.74952  -0.654
N: -1.92462 -0.94524 1.45095  -0.534
C: -2.31369 -1.85788 0.32054  -0.260
C: -2.46105 -1.04497 -0.96128  -0.240
N: -1.19864 -0.51573 -1.61137  -0.479
C: -0.55386 -1.64084 -2.35998  -0.374
C: 0.20052 -2.49488 -1.37396  0.766
O: 0.39720 -3.64950 -1.38130  -0.395
O: 0.71572 -1.69210 -0.30244  -0.640
C: -1.59670 0.67699 -2.51995  -0.027
C: -1.90600 0.24779 -3.94987  -0.645
C: -0.57186 1.80892 -2.46888  -0.487
C: -0.64611 2.76161 -1.25321  0.204
C: 0.53152 3.72536 -1.25731  -0.662
C: -1.95142 3.54950 -1.21587  -0.659
N: -0.64510 1.85568 0.02668  -0.629
C: -0.31290 2.47635 1.35554  -0.252
C: 1.02290 2.00888 1.91342  -0.252
N: 1.38606 0.56028 1.62413  -0.380
C: 2.86751 0.52685 1.38303  -0.364
C: 3.12398 1.21292 0.08085  0.762
O: 4.04563 1.81142 -0.30998  -0.359
O: 1.99432 0.99053 -0.80466  -0.550
H: 1.47497 -2.30480 3.61613  0.261
H: 2.89450 -1.55361 2.96505  0.250
H: 1.68077 -2.22508 1.86648  0.238
H: 1.55604 0.23046 3.65992  0.237
H: -0.85876 0.53562 3.32076  0.218
H: -0.28526 -0.67308 4.39790  0.290
H: -0.57547 -3.24560 3.66111  0.273
H: -0.27552 -3.10977 1.93274  0.232
H: -1.87918 -3.56832 2.54097  0.251
H: -2.43431 -1.80022 4.72642  0.278
H: -3.50363 -1.95756 3.34518  0.244
H: -2.98769 -0.34434 3.90289  0.227
H: -2.69871 -0.30013 1.63363  0.439
H: -1.14266 -0.36791 1.13240  0.384
H: -3.27396 -2.30624 0.57133  0.278
H: -1.58120 -2.65636 0.26271  0.260
H: -3.11638 -0.19339 -0.76742  0.221
H: -2.98037 -1.66811 -1.69245  0.266
H: 0.15436 -1.24092 -3.08867  0.279
H: -1.27861 -2.25668 -2.88952  0.272
H: -2.52776 1.04394 -2.08927  0.212
H: -1.00330 0.06014 -4.53244  0.237
H: -2.44496 1.06031 -4.43708  0.271
H: -2.54999 -0.63058 -3.99774  0.235
H: -0.75746 2.43695 -3.34383  0.292
H: 0.44720 1.43245 -2.63055  0.239
H: 0.51949 4.24963 -2.21400  0.277
H: 1.50132 3.24013 -1.17674  0.233
H: 0.43745 4.49156 -0.48795  0.237
H: -2.00687 4.20731 -2.08321  0.276
H: -2.00124 4.18497 -0.32999  0.242
H: -2.84034 2.91265 -1.22887  0.209
H: -1.62834 1.59705 0.09874  0.412
H: -1.13201 2.24496 2.03541  0.218
H: -0.28744 3.56008 1.25879  0.269
H: 1.02432 2.15270 2.99503  0.259
H: 1.82499 2.63198 1.51862  0.243
H: 3.19283 -0.50513 1.27094  0.286
H: 3.42310 0.99493 2.19592  0.278

3.
This record from OMol25 describes a cluster of 11 separate species, C33H81NO25S8 in total. The level of theory is ωB97M-V/def2-TZVPD.

Results
Gap between HOMO and LUMO = 4.30 eV
Spin multiplicity = 1
Energy relative to the best compared isomer or geometry (same formula, charge and spin) = 0.000 eV
HOMO energy = -5.92 eV

Each line ends with the Löwdin charge.
Cartesian coordinates (Å):
N: 7.22111 -28.05749 -15.74965  0.364
H: 7.27980 -28.53212 -14.86004  0.140
H: 6.32021 -28.17796 -16.19005  0.151
H: 7.95453 -28.39218 -16.35807  0.139
H: 7.36111 -27.05963 -15.68048  0.135
C: 10.03293 -23.14724 -13.71164  -0.100
C: 8.94444 -22.95745 -14.85498  -0.651
C: 9.64589 -22.35947 -16.13139  -0.100
O: 8.16567 -24.07390 -15.21524  -0.429
H: 10.70487 -23.95672 -13.99683  0.045
H: 9.61466 -23.42015 -12.74278  0.038
H: 10.64507 -22.27163 -13.49558  0.044
H: 8.19086 -22.28042 -14.45267  0.083
H: 8.84369 -22.04944 -16.80107  0.047
H: 10.27831 -23.13497 -16.56354  0.053
H: 10.31208 -21.52419 -15.91554  0.045
O: 4.69716 -17.96568 -14.97629  -0.319
S: 4.30579 -16.91710 -14.01443  0.715
O: 3.31075 -15.93980 -14.46669  -0.292
O: 3.72407 -17.65249 -12.57977  -0.263
C: 4.34038 -18.86509 -12.13308  -0.289
C: 4.07184 -20.01234 -13.07890  -0.106
C: 5.81605 -16.14694 -13.32863  -0.114
H: 3.82211 -19.27641 -11.26688  0.118
H: 5.39995 -18.85427 -11.87760  0.115
H: 3.06390 -19.89396 -13.47659  0.089
H: 4.12381 -20.95026 -12.52600  0.075
H: 4.74285 -20.12832 -13.93002  0.063
H: 6.32619 -15.60139 -14.12252  0.067
H: 6.50738 -16.92649 -13.00852  0.060
H: 5.68265 -15.42709 -12.52109  0.073
O: 14.26224 -22.89167 -6.56211  -0.298
S: 14.35534 -21.90091 -7.63031  0.659
O: 15.51945 -21.06303 -7.77553  -0.294
O: 14.20334 -22.73934 -9.02190  -0.304
C: 14.72537 -22.16937 -10.21554  -0.243
C: 14.48750 -23.16114 -11.48576  -0.018
C: 12.70040 -20.94356 -7.80945  -0.076
H: 15.77915 -21.98841 -10.00364  0.103
H: 14.22331 -21.21953 -10.39954  0.104
H: 15.40751 -23.07944 -12.06457  0.066
H: 13.70763 -22.75457 -12.12965  0.058
H: 14.24579 -24.15415 -11.10677  0.069
H: 11.89665 -21.63048 -8.07449  0.066
H: 12.91200 -20.11396 -8.48405  0.055
H: 12.53897 -20.50416 -6.82509  0.053
O: 14.79585 -28.04726 -13.76869  -0.276
S: 13.54319 -28.65203 -13.37669  0.653
O: 13.39299 -30.03787 -13.08744  -0.274
O: 12.88758 -27.71507 -12.13060  -0.270
C: 12.17775 -28.39186 -11.14037  -0.347
C: 11.29475 -27.36303 -10.52367  -0.061
C: 12.30694 -28.09159 -14.56220  -0.114
H: 12.84832 -28.82704 -10.39939  0.123
H: 11.59996 -29.21841 -11.55399  0.113
H: 10.56712 -27.80970 -9.84607  0.079
H: 10.80465 -27.01785 -11.43403  0.082
H: 11.82434 -26.54577 -10.03408  0.086
H: 12.33458 -27.00242 -14.59432  0.074
H: 11.31801 -28.38213 -14.20769  0.061
H: 12.60216 -28.51365 -15.52284  0.071
O: 4.97939 -28.79520 -11.40611  -0.319
S: 6.36736 -28.73833 -10.96249  0.654
O: 7.44240 -28.87766 -11.89730  -0.316
O: 6.50695 -27.28577 -10.12508  -0.282
C: 6.43866 -26.03360 -10.84093  -0.278
C: 6.71624 -24.83481 -9.97121  -0.059
C: 6.57392 -29.89124 -9.50943  -0.082
H: 5.42406 -25.95272 -11.23098  0.114
H: 7.13267 -26.06436 -11.68087  0.114
H: 6.15769 -24.94265 -9.04144  0.081
H: 6.37114 -23.93883 -10.48719  0.087
H: 7.77648 -24.80385 -9.72017  0.079
H: 7.44096 -29.48431 -8.98908  0.060
H: 6.73223 -30.90255 -9.88398  0.070
H: 5.75890 -29.78640 -8.79328  0.072
O: 9.59341 -27.97906 -18.78865  -0.344
S: 10.16774 -27.42808 -20.02251  0.696
O: 11.51113 -26.85327 -19.92458  -0.279
O: 10.09394 -28.54528 -21.26023  -0.255
C: 9.10343 -29.51735 -21.20085  -0.340
C: 8.77821 -30.00623 -22.59623  -0.071
C: 8.92394 -26.23247 -20.75030  -0.076
H: 8.17400 -29.13835 -20.77582  0.108
H: 9.39976 -30.44962 -20.72006  0.124
H: 9.60566 -30.56308 -23.03595  0.084
H: 8.42408 -29.25750 -23.30481  0.082
H: 7.96773 -30.71454 -22.42446  0.081
H: 8.04086 -26.77493 -21.08795  0.061
H: 9.38145 -25.63307 -21.53740  0.066
H: 8.72003 -25.55150 -19.92398  0.067
O: 4.04073 -20.45837 -21.99953  -0.325
S: 5.34151 -20.65025 -21.29020  0.721
O: 6.48668 -21.35376 -21.81622  -0.312
O: 5.88371 -19.08243 -21.00049  -0.275
C: 6.47640 -18.34106 -22.06161  -0.285
C: 5.49516 -17.53293 -22.93203  -0.067
C: 5.05740 -21.31687 -19.56686  -0.081
H: 7.05098 -19.04190 -22.66723  0.105
H: 7.24296 -17.63070 -21.75199  0.114
H: 4.72857 -18.25062 -23.22419  0.060
H: 5.92381 -17.14701 -23.85691  0.077
H: 5.01197 -16.70524 -22.41284  0.076
H: 4.82364 -20.57028 -18.80787  0.071
H: 5.92325 -21.94792 -19.36637  0.059
H: 4.20806 -21.99932 -19.59828  0.060
O: 0.69167 -23.79631 -14.28335  -0.281
S: 1.27829 -25.04675 -13.84577  0.690
O: 1.49283 -25.18785 -12.40701  -0.297
O: 0.49002 -26.39624 -14.42221  -0.258
C: 0.92476 -27.66066 -14.03219  -0.340
C: -0.17722 -28.71072 -14.05565  -0.055
C: 2.84763 -25.27686 -14.86883  -0.100
H: 1.33522 -27.64045 -13.02263  0.112
H: 1.78320 -28.00062 -14.61151  0.108
H: -1.10391 -28.42686 -13.55690  0.084
H: 0.31507 -29.51457 -13.50831  0.083
H: -0.47415 -28.90088 -15.08705  0.078
H: 3.59921 -24.51049 -14.67938  0.066
H: 2.69353 -25.30725 -15.94746  0.066
H: 3.34401 -26.21279 -14.61244  0.040
O: 13.68209 -20.61078 -22.77804  -0.293
S: 12.26554 -20.90357 -22.90649  0.681
O: 11.48414 -20.37258 -24.05442  -0.321
O: 11.92901 -22.49104 -22.67333  -0.286
C: 12.42554 -23.46918 -23.58828  -0.251
C: 11.53843 -23.58799 -24.85242  -0.063
C: 11.39713 -20.36196 -21.36122  -0.100
H: 12.43650 -24.41018 -23.03827  0.119
H: 13.43231 -23.16735 -23.87709  0.111
H: 10.67042 -24.16377 -24.53126  0.067
H: 11.92171 -24.22489 -25.64965  0.074
H: 11.30398 -22.62038 -25.29611  0.067
H: 11.86769 -20.70295 -20.43906  0.070
H: 10.32909 -20.57774 -21.39000  0.064
H: 11.49109 -19.27602 -21.36170  0.062
C: 10.86010 -16.10966 -15.75881  -0.087
C: 9.97342 -17.12620 -15.35691  -0.104
C: 8.86463 -17.45790 -16.08597  -0.090
C: 8.65581 -16.78072 -17.29670  -0.102
C: 9.53216 -15.84545 -17.74953  -0.108
C: 10.68598 -15.54425 -17.01053  -0.094
H: 11.75695 -15.86846 -15.20755  0.097
H: 10.06222 -17.50783 -14.35049  0.096
H: 8.16738 -18.22153 -15.77433  0.103
H: 7.78405 -17.01963 -17.88776  0.100
H: 9.29946 -15.22603 -18.60310  0.100
H: 11.34250 -14.80616 -17.44712  0.097